# 1
The following is a quantum chemistry calculation of 2 unconnected molecules or ions with the total composition C6H7BrNO2 in a non-equilibrium geometry, from the Open Molecules 2025 dataset.

HOMO level (alpha / beta): -0.3998 / -0.5211 Ha
molecular weight: 205.0 g/mol
lowest unoccupied orbital energy (alpha / beta): -3.178 / -7.025 eV
energy: -81951.825 eV

Geometry as ORCA input:
```
! RIJCOSX wB97M-V def2-TZVPD def2/J DEFGRID3
* xyz 1 3
C 0.33 -0.40 -0.97
C 1.13 -0.05 -2.06
C 2.14 0.91 -2.14
C 2.37 2.07 -1.38
C 1.68 2.32 -0.22
C -2.10 -1.32 2.79
N -0.30 -1.00 -0.21
O -2.97 -0.93 3.73
O -2.03 -1.00 1.63
Br 2.01 3.82 0.79
H 0.88 -0.57 -2.98
H 2.61 0.98 -3.08
H 3.24 2.61 -1.84
H 0.88 1.67 0.16
H -1.55 -2.06 3.31
H -3.69 -0.41 3.36
H -1.09 -1.28 0.56
*
```


# 2
The following is a quantum chemistry calculation of a molecular structure, C4H10O3 in a non-equilibrium geometry, from the Open Molecules 2025 dataset.

ΔE to the lowest compared entry with this formula, charge and spin: 139.7 kcal per mole
HOMO level (alpha / beta): -0.2844 / -0.2474 Ha
molecular weight: 106.1 g/mol
lowest unoccupied orbital energy (alpha / beta): 0.921 / -0.103 eV
energy: -10447.187 eV

Geometry as ORCA input:
```
! RIJCOSX wB97M-V def2-TZVPD def2/J DEFGRID3
* xyz 0 1
C 2.80 0.00 -0.15
O 1.62 0.14 0.61
C 0.47 0.11 -0.17
C -0.74 -0.15 0.71
O -1.22 1.02 1.37
C -1.86 -0.80 0.05
O -3.05 -0.23 0.09
H 3.64 0.06 0.54
H 2.88 0.78 -0.91
H 2.82 -0.98 -0.66
H -0.75 0.74 -1.48
H 0.56 -0.64 -0.98
H -0.38 -0.89 1.44
H -0.71 1.74 0.98
H -1.85 -1.83 -0.27
H -1.34 0.28 -1.72
H -2.89 0.63 0.55
*
```


# 3
The following is a quantum chemistry calculation of a gas-phase ion, C7H9NO3P (charge -1) in a non-equilibrium geometry, from the Open Molecules 2025 dataset.

ΔE to the lowest compared entry with this formula, charge and spin: 106.2 kcal per mole
HOMO level: -0.1484 Ha
molecular weight: 186.1 g/mol
lowest unoccupied orbital energy: 3.540 eV
energy: -24324.823 eV

Geometry as ORCA input:
```
! RIJCOSX wB97M-V def2-TZVPD def2/J DEFGRID3
* xyz -1 1
C -2.32 -0.98 -1.67
C -0.94 -0.58 -2.03
C -2.40 -1.47 -0.41
C -0.01 -0.85 -1.11
C 1.92 -0.79 1.92
C 0.83 2.37 0.30
C 1.61 1.18 0.86
N 1.30 0.43 1.82
O 1.24 -1.68 1.27
O 2.92 -0.94 2.59
O -0.40 2.31 1.07
P -0.72 -1.39 0.42
H -3.24 -1.04 -2.35
H -0.53 0.02 -2.87
H -3.46 -1.48 0.07
H 1.41 3.28 0.45
H 0.66 2.21 -0.79
H 2.54 1.04 0.30
H 0.94 -0.41 -1.33
H -0.75 1.47 1.12
H -0.61 -2.70 0.37
*
```


# 4
The following is a quantum chemistry calculation of a molecular structure, C32H28N4O4SSbTl in a non-equilibrium geometry, from the Open Molecules 2025 dataset.

ΔE to the lowest compared entry with this formula, charge and spin: 77.9 kcal per mole
HOMO level: -0.2651 Ha
molecular weight: 890.8 g/mol
lowest unoccupied orbital energy: -1.140 eV
energy: -69849.501 eV

Geometry as ORCA input:
```
! RIJCOSX wB97M-V def2-TZVPD def2/J DEFGRID3
* xyz 0 1
Tl -1.34 -2.60 0.08
C 7.07 -3.50 -0.30
C 6.34 -3.23 -1.45
C 4.97 -3.06 -1.37
C 4.31 -3.15 -0.15
C 5.05 -3.42 1.00
C 6.42 -3.60 0.93
Sb 2.21 -2.73 -0.10
C 1.80 -3.83 1.69
C 2.21 -5.15 1.79
C 1.87 -5.92 2.90
C 1.11 -5.37 3.92
C 0.68 -4.05 3.82
C 1.03 -3.29 2.72
C 2.24 -0.78 0.71
C 1.84 0.30 -0.10
C 2.45 1.55 0.15
C 3.00 1.81 1.40
C 3.10 0.80 2.35
C 2.79 -0.50 1.96
H 8.15 -3.64 -0.35
H 6.84 -3.16 -2.40
H 4.41 -2.86 -2.27
H 4.56 -3.49 1.96
H 6.99 -3.81 1.83
H 2.82 -5.60 1.01
H 2.21 -6.95 2.97
H 0.84 -5.97 4.78
H 0.09 -3.61 4.62
H 0.72 -2.25 2.67
H 1.68 0.08 -1.15
H 2.47 2.31 -0.62
H 3.40 2.79 1.61
H 3.53 1.00 3.32
H 3.04 -1.32 2.63
O -5.29 -2.62 -2.01
C -4.32 -1.89 -1.87
O -3.26 -2.12 -1.19
C -4.37 -0.53 -2.57
C -5.59 -0.07 -3.05
C -5.70 1.16 -3.68
C -4.58 1.95 -3.85
C -3.37 1.47 -3.37
C -3.24 0.25 -2.73
N -2.19 2.33 -3.49
O -1.16 1.99 -2.92
O -2.30 3.38 -4.10
H -6.45 -0.71 -2.91
H -6.66 1.51 -4.04
H -4.62 2.91 -4.34
H -2.28 -0.09 -2.36
C -0.80 4.87 -1.47
C -1.80 4.40 -0.47
C -2.58 5.21 0.32
C -3.48 4.60 1.21
N -3.56 3.29 1.36
C -2.79 2.51 0.60
S -2.90 0.80 0.73
N -1.95 3.06 -0.31
C -4.42 5.43 2.03
H -0.68 5.95 -1.40
H -1.13 4.61 -2.48
H 0.16 4.39 -1.29
H -2.50 6.28 0.25
H -1.46 2.44 -0.96
H -4.02 6.42 2.23
H -4.64 4.92 2.97
H -5.36 5.54 1.49
N -0.19 0.76 0.27
C -1.23 0.06 0.29
H -0.16 1.75 0.52
*
```


# 5
The following is a quantum chemistry calculation of a molecular structure, C6H9ClO3Si in a non-equilibrium geometry, from the Open Molecules 2025 dataset.

ΔE to the lowest compared entry with this formula, charge and spin: 47.8 kcal per mole
HOMO level: -0.3084 Ha
molecular weight: 192.7 g/mol
lowest unoccupied orbital energy: 0.349 eV
energy: -32908.510 eV

Geometry as ORCA input:
```
! RIJCOSX wB97M-V def2-TZVPD def2/J DEFGRID3
* xyz 0 1
C 0.13 1.76 0.49
C -0.60 1.37 -0.75
C 1.56 1.25 0.46
C 1.45 -0.27 0.81
C 0.81 -1.01 -0.37
C -0.64 -0.67 -0.61
O -0.44 2.35 1.37
O -1.09 1.83 -1.72
O -1.06 -0.92 -1.90
Si -2.03 -1.11 0.68
Cl -3.60 -1.97 -0.38
H 2.04 1.29 -0.59
H 2.16 1.59 1.32
H 2.47 -0.66 1.08
H 0.81 -0.29 1.66
H 1.38 -0.62 -1.28
H 0.94 -2.04 -0.34
H -0.72 -0.24 -2.66
H -2.27 0.22 1.14
H -1.29 -1.87 1.59
*
```


# 6
The following is a quantum chemistry calculation of 2 unconnected molecules or ions with the total composition C3H6O2P2 in a non-equilibrium geometry, from the Open Molecules 2025 dataset.

ΔE to the lowest compared entry with this formula, charge and spin: 70.6 kcal per mole
HOMO level (alpha / beta): -0.3062 / -0.2950 Ha
molecular weight: 136.0 g/mol
lowest unoccupied orbital energy (alpha / beta): -0.291 / -0.142 eV
energy: -25875.400 eV

Geometry as ORCA input:
```
! RIJCOSX wB97M-V def2-TZVPD def2/J DEFGRID3
* xyz 0 1
C -0.49 -0.36 0.03
C 2.03 0.34 -0.05
C -2.73 0.35 0.22
O -0.59 -1.51 -0.27
O -1.30 0.59 0.28
P 1.76 1.95 0.08
P 2.51 -1.30 0.22
H -2.93 -0.60 -0.29
H -3.17 1.18 -0.32
H -3.11 0.31 1.24
H 3.11 2.40 0.19
H 3.42 -1.41 -0.84
H 1.49 -1.95 -0.50
*
```